Below is C3H5N2 as an isolated structure at a distorted geometry, with properties calculated with the ωB97M-V functional and the def2-TZVPD basis.

Each line ends with the Löwdin charge.
Geometry (Å):
C (-1.088, 0.516, -0.059)  -0.117
C (-0.188, -1.029, 0.073)  -0.020
C (0.798, 0.152, -0.160)  -0.035
N (-1.683, -0.542, -0.137)  0.263
N (-0.078, 1.324, 0.108)  0.162
H (-0.238, -1.430, 1.048)  0.132
H (-0.144, -1.731, -0.683)  0.121
H (1.619, 0.250, 0.647)  0.193
H (0.985, 0.201, -1.184)  0.119
H (0.017, 2.288, 0.347)  0.182

Charge = +1
Energy above the lowest of the compared OMol25 structures with the same formula, charge and spin = 122.2 kcal/mol
HOMO level = -16.00 eV
LUMO level = -5.38 eV
Gap between HOMO and LUMO = 10.62 eV

Below is an isolated ion of composition H2NO4P and charge -2 at a distorted geometry, with properties calculated with the ωB97M-V functional and the def2-TZVPD basis.

Each line ends with the Löwdin charge.
Geometry (Å):
N (-1.575, 0.328, 0.111)  -0.120
O (-0.591, -0.197, 0.921)  -0.424
P (0.991, -0.269, 0.167)  0.253
O (1.978, -0.495, 1.283)  -0.485
O (0.895, -1.410, -0.852)  -0.518
O (1.161, 1.398, -0.724)  -0.752
H (-1.793, -0.432, -0.469)  0.007
H (-1.066, 1.077, -0.437)  0.038

Charge = -2
Energy above the lowest of the compared OMol25 structures with the same formula, charge and spin = 31.3 kcal/mol
HOMO level = 0.97 eV
SMILES = NOP(=O)([O-])[O-]
LUMO level = 7.73 eV
Gap between HOMO and LUMO = 6.77 eV

Below is C20H28F5NRuSSi3 as an isolated structure at a distorted geometry, with properties calculated with the ωB97M-V functional and the def2-TZVPD basis.

Each line ends with the Mulliken spin population.
Geometry (Å):
Ru (0.213, 0.129, -0.884)  2.824
C (-0.223, 2.997, 0.781)  0.050
Si (0.195, 1.636, 2.074)  0.017
C (-0.814, 1.798, 3.674)  0.006
C (2.036, 1.634, 2.557)  0.011
C (-0.414, 0.076, 1.045)  -0.049
Si (0.501, -1.653, 1.400)  0.049
C (0.614, -1.836, 3.286)  0.030
C (2.208, -1.676, 0.510)  0.060
C (-0.463, -3.079, 0.559)  0.011
Si (-2.357, -0.043, 1.014)  0.057
C (-3.264, 1.602, 0.707)  0.004
C (-3.080, -1.066, 2.437)  0.012
C (-2.552, -0.952, -0.669)  0.010
C (-3.716, -1.596, -1.061)  0.009
C (-3.803, -2.162, -2.322)  0.004
C (-2.704, -2.073, -3.164)  -0.004
C (-1.569, -1.421, -2.714)  0.012
N (-1.501, -0.866, -1.500)  -0.031
H (0.603, 3.695, 0.686)  0.006
H (-1.092, 3.573, 1.084)  0.003
H (-0.430, 2.579, -0.219)  -0.019
H (-0.501, 2.709, 4.175)  0.000
H (-0.630, 0.983, 4.364)  0.000
H (-1.884, 1.869, 3.519)  -0.001
H (2.273, 2.615, 2.962)  0.000
H (2.718, 1.466, 1.730)  0.002
H (2.260, 0.905, 3.329)  -0.002
H (1.178, -1.038, 3.753)  -0.002
H (1.117, -2.770, 3.519)  0.002
H (-0.366, -1.871, 3.749)  -0.001
H (2.874, -0.876, 0.824)  -0.003
H (2.117, -1.661, -0.590)  -0.017
H (2.700, -2.613, 0.761)  0.008
H (-1.504, -3.139, 0.854)  -0.001
H (0.003, -4.021, 0.836)  0.001
H (-0.422, -3.015, -0.528)  0.001
H (-3.201, 2.278, 1.552)  0.000
H (-4.320, 1.401, 0.543)  0.001
H (-2.899, 2.126, -0.175)  0.003
H (-2.873, -0.606, 3.396)  0.000
H (-2.716, -2.088, 2.470)  -0.001
H (-4.161, -1.108, 2.335)  0.001
H (-4.542, -1.648, -0.371)  0.000
H (-4.706, -2.659, -2.642)  0.000
H (-2.721, -2.499, -4.154)  0.000
H (-0.696, -1.355, -3.357)  -0.002
F (4.752, 1.126, -5.983)  0.021
C (4.175, 1.213, -4.804)  0.144
C (2.872, 0.718, -4.635)  -0.002
F (2.206, 0.207, -5.657)  -0.001
C (2.297, 0.771, -3.380)  0.088
F (1.036, 0.275, -3.147)  0.020
C (2.953, 1.324, -2.281)  -0.005
S (2.185, 1.398, -0.734)  0.602
C (4.243, 1.845, -2.473)  0.106
F (4.870, 2.372, -1.433)  0.014
C (4.856, 1.791, -3.724)  -0.041
F (6.067, 2.281, -3.888)  -0.005

Charge = +2
Energy above the lowest of the compared OMol25 structures with the same formula, charge and spin = 0.0 kcal/mol
HOMO level (spin up / spin down) = -15.43 / -15.73 eV
2S+1 = 5
LUMO level (spin up / spin down) = -7.30 / -9.48 eV
Gap between HOMO and LUMO (spin up / spin down) = 8.14 / 6.25 eV